Below is a 2-piece molecular cluster, C3H3BrS overall in a non-equilibrium geometry, with properties calculated with wB97M-V/def2-TZVPD.

Each line ends with the Mulliken charge.
Atoms and positions in Å:
C  0.85498  0.13630  -1.06548  -0.17
C  2.90010  0.66124  -0.38552  -0.08
C  -1.56864  0.02958  0.17364  -0.81
S  0.22585  -0.03002  0.39901  0.09
Br  3.59880  -0.83173  0.31668  0.07
H  -2.02814  0.17282  1.22622  0.27
H  -2.08749  -0.91412  -0.23709  0.28
H  -1.89545  0.77592  -0.42745  0.35

Atoms 1-3, force components in eV/Å:
3.16 0.94 -0.16
-3.22 -0.01 -1.28
-1.50 -3.74 2.90

For the HOMO energy (spin up / spin down), the calculation gives -7.952 / -7.952 eV. For the LUMO energy (spin up / spin down), the calculation gives -1.0 / -1.0 eV. The calculation puts the relative energy (zero: lowest compared OMol25 entry of this formula, charge and spin) at 150.7 kcal/mol. The value obtained for the electronic energy is -84028.9938 eV. As for the orbital gap (spin up / spin down): 7.00 / 7.00 eV.